[1]
{"formula": "C15H13N3O6", "method": "ωB97M-V with the def2-TZVPD basis set", "e_homo_ev": -8.1, "multiplicity": 1, "energy_ha": -1195.002176, "homo_lumo_gap_ev": 7.35, "species": ["O", "C", "C", "O", "C", "C", "C", "C", "N", "C", "N", "O", "O", "N", "C", "C", "C", "C", "C", "C", "C", "O", "C", "O", "H", "H", "H", "H", "H", "H", "H", "H", "H", "H", "H", "H", "H"], "positions_angstrom": [[0.48, 1.17, 3.23], [-0.18, 0.94, 2.24], [-1.35, -0.06, 2.30], [-1.92, -0.18, 1.02], [-2.97, -0.96, 0.79], [-3.62, -1.76, 1.74], [-4.71, -2.53, 1.36], [-5.13, -2.49, 0.03], [-4.53, -1.75, -0.87], [-3.49, -1.01, -0.53], [-2.92, -0.24, -1.61], [-3.41, -0.38, -2.70], [-1.99, 0.51, -1.36], [-0.02, 1.53, 1.05], [1.08, 2.43, 0.77], [2.14, 1.73, -0.03], [2.09, 1.74, -1.42], [3.04, 1.07, -2.19], [4.02, 0.38, -1.52], [4.07, 0.36, -0.12], [3.14, 1.02, 0.64], [5.14, -0.40, 0.28], [5.77, -0.84, -0.90], [5.06, -0.35, -2.02], [-0.95, -1.02, 2.66], [-2.08, 0.31, 3.03], [-3.28, -1.77, 2.76], [-5.22, -3.14, 2.08], [-5.97, -3.07, -0.32], [-0.58, 1.23, 0.26], [0.69, 3.29, 0.23], [1.48, 2.75, 1.74], [1.31, 2.28, -1.91], [3.00, 1.08, -3.27], [3.18, 1.00, 1.72], [6.81, -0.47, -0.93], [5.78, -1.94, -0.93]], "lowdin_charge": [0.06, -0.47, -0.06, -0.05, -0.17, 0.02, -0.03, -0.12, 0.15, -0.13, -0.33, 0.11, 0.08, 0.10, -0.12, -0.21, -0.04, 0.01, -0.20, -0.19, 0.06, 0.04, -0.16, 0.03, 0.15, 0.15, 0.11, 0.11, 0.11, 0.12, 0.13, 0.12, 0.11, 0.12, 0.13, 0.14, 0.14]}

=====

[2]
{"formula": "C16H56N4O10", "method": "ωB97M-V with the def2-TZVPD basis set", "e_homo_ev": -8.8, "e_above_lowest_kj_mol": 7.0, "multiplicity": 1, "energy_ha": -1614.566670, "homo_lumo_gap_ev": 8.33, "species": ["C", "O", "C", "C", "C", "N", "H", "H", "H", "H", "H", "H", "H", "H", "H", "H", "H", "C", "O", "C", "C", "C", "N", "H", "H", "H", "H", "H", "H", "H", "H", "H", "H", "H", "C", "O", "C", "C", "C", "N", "H", "H", "H", "H", "H", "H", "H", "H", "H", "H", "H", "C", "O", "C", "C", "C", "N", "H", "H", "H", "H", "H", "H", "H", "H", "H", "H", "H", "O", "H", "H", "O", "H", "H", "O", "H", "H", "O", "H", "H", "O", "H", "H", "O", "H", "H"], "positions_angstrom": [[-1.91, 3.20, 0.59], [-2.25, 4.16, 1.56], [-1.78, 3.83, 2.83], [-1.81, 5.04, 3.74], [-0.86, 6.12, 3.26], [-1.43, 4.66, 5.13], [-0.84, 3.28, 0.35], [-2.54, 3.31, -0.29], [-2.07, 2.18, 0.97], [-2.31, 2.95, 3.23], [-0.73, 3.49, 2.76], [-2.83, 5.43, 3.78], [-0.95, 6.24, 2.18], [0.17, 5.88, 3.52], [-1.10, 7.07, 3.74], [-1.80, 3.73, 5.33], [-0.42, 4.53, 5.13], [1.84, -4.75, -1.36], [2.33, -4.50, -0.06], [2.42, -3.12, 0.21], [2.60, -2.87, 1.69], [3.11, -1.45, 1.92], [3.51, -3.84, 2.34], [1.65, -5.83, -1.42], [2.60, -4.50, -2.11], [0.92, -4.22, -1.57], [3.32, -2.74, -0.32], [1.56, -2.58, -0.19], [1.65, -2.95, 2.23], [3.28, -1.25, 2.97], [2.42, -0.75, 1.45], [4.07, -1.35, 1.40], [3.07, -4.75, 2.28], [4.34, -3.92, 1.75], [2.89, -3.26, -6.48], [2.87, -2.27, -5.47], [1.78, -1.39, -5.61], [1.69, -0.53, -4.38], [1.29, -1.33, -3.13], [0.82, 0.63, -4.60], [3.16, -2.82, -7.46], [1.89, -3.69, -6.62], [3.65, -3.99, -6.23], [1.93, -0.76, -6.50], [0.82, -1.91, -5.76], [2.71, -0.17, -4.16], [2.00, -2.16, -2.97], [0.33, -1.84, -3.27], [1.26, -0.73, -2.23], [0.63, 1.07, -3.70], [-0.08, 0.30, -4.92], [-3.26, -1.67, -1.35], [-3.89, -2.44, -0.36], [-3.45, -2.17, 0.94], [-3.96, -0.85, 1.50], [-3.53, -0.74, 2.95], [-5.43, -0.84, 1.45], [-2.16, -1.73, -1.27], [-3.52, -0.61, -1.25], [-3.57, -1.98, -2.35], [-3.79, -3.00, 1.56], [-2.35, -2.21, 1.03], [-3.49, -0.05, 0.92], [-3.62, 0.31, 3.28], [-2.50, -1.06, 3.07], [-4.16, -1.32, 3.62], [-5.72, 0.12, 1.66], [-5.70, -0.93, 0.46], [-0.26, 0.30, 0.36], [-0.24, 0.03, 1.28], [0.37, 1.03, 0.31], [1.01, 2.50, -2.31], [1.62, 2.64, -1.55], [1.35, 3.06, -3.01], [-1.40, 0.94, -2.11], [-0.65, 1.55, -2.20], [-1.27, 0.55, -1.22], [0.38, -0.22, 3.14], [-0.18, 0.06, 3.88], [1.12, -0.68, 3.54], [1.70, 2.17, 2.38], [1.05, 1.58, 2.80], [1.98, 2.78, 3.07], [2.70, 2.88, -0.18], [2.43, 2.69, 0.73], [3.54, 2.41, -0.29]], "lowdin_charge": [-0.10, -0.17, -0.25, -0.43, -0.06, 0.03, 0.09, 0.10, 0.07, 0.12, 0.11, 0.14, 0.08, 0.08, 0.08, 0.06, 0.06, -0.11, -0.19, -0.22, -0.44, -0.08, 0.04, 0.09, 0.09, 0.08, 0.13, 0.12, 0.13, 0.08, 0.06, 0.08, 0.07, 0.08, -0.11, -0.18, -0.24, -0.43, -0.06, 0.05, 0.09, 0.09, 0.08, 0.13, 0.13, 0.14, 0.06, 0.08, 0.06, 0.01, 0.08, -0.11, -0.18, -0.23, -0.46, -0.07, 0.05, 0.08, 0.08, 0.09, 0.14, 0.12, 0.12, 0.07, 0.06, 0.08, 0.08, 0.07, -0.06, 0.01, 0.03, -0.07, 0.00, 0.06, -0.09, -0.02, -0.02, -0.05, 0.07, 0.06, -0.06, 0.01, 0.06, -0.05, 0.01, 0.07]}

=====

[3]
{"formula": "C21H27N3O3", "method": "ωB97M-V with the def2-TZVPD basis set", "e_homo_ev": -8.4, "e_above_lowest_kj_mol": 193.9, "multiplicity": 1, "energy_ha": -1206.459205, "homo_lumo_gap_ev": 8.39, "species": ["O", "C", "N", "C", "C", "N", "C", "C", "O", "C", "C", "C", "C", "C", "C", "C", "C", "C", "C", "O", "N", "C", "C", "C", "C", "C", "C", "H", "H", "H", "H", "H", "H", "H", "H", "H", "H", "H", "H", "H", "H", "H", "H", "H", "H", "H", "H", "H", "H", "H", "H", "H", "H", "H"], "positions_angstrom": [[-1.22, -0.19, 2.42], [-1.40, -0.86, 1.43], [-0.43, -1.61, 0.85], [0.92, -1.63, 1.33], [1.96, -0.96, 0.38], [1.67, 0.44, 0.09], [0.63, 0.77, -0.87], [0.79, 2.23, -1.29], [0.67, 3.10, -0.19], [1.64, 2.77, 0.78], [1.51, 1.32, 1.24], [3.34, -1.07, 1.06], [4.43, -0.50, 0.17], [4.51, -1.28, -1.14], [3.16, -1.25, -1.84], [2.06, -1.79, -0.92], [-2.72, -0.93, 0.71], [-3.26, -2.14, 0.42], [-4.54, -2.27, -0.26], [-5.07, -3.33, -0.56], [-5.13, -1.07, -0.59], [-4.63, 0.17, -0.32], [-5.32, 1.32, -0.71], [-4.80, 2.56, -0.44], [-3.58, 2.69, 0.23], [-2.89, 1.57, 0.62], [-3.39, 0.29, 0.36], [-0.65, -2.13, 0.02], [0.92, -1.11, 2.29], [1.23, -2.67, 1.50], [0.70, 0.15, -1.76], [-0.38, 0.65, -0.44], [0.00, 2.51, -1.99], [1.77, 2.36, -1.77], [1.47, 3.45, 1.62], [2.64, 2.94, 0.37], [2.29, 1.13, 1.97], [0.53, 1.18, 1.73], [3.34, -0.57, 2.02], [3.54, -2.13, 1.25], [5.39, -0.54, 0.69], [4.20, 0.55, -0.05], [4.79, -2.32, -0.92], [5.28, -0.86, -1.79], [3.20, -1.86, -2.75], [2.93, -0.23, -2.12], [2.31, -2.81, -0.64], [1.11, -1.82, -1.45], [-2.78, -3.06, 0.70], [-6.02, -1.14, -1.06], [-6.27, 1.22, -1.22], [-5.33, 3.45, -0.75], [-3.17, 3.67, 0.43], [-1.96, 1.67, 1.15]], "lowdin_charge": [0.07, -0.46, 0.10, -0.10, -0.42, -0.08, -0.14, -0.19, -0.13, -0.18, -0.14, -0.14, -0.19, -0.20, -0.19, -0.14, -0.06, 0.08, -0.46, 0.05, 0.17, -0.18, -0.02, -0.07, -0.07, -0.01, -0.10, 0.14, 0.13, 0.13, 0.12, 0.11, 0.13, 0.13, 0.13, 0.12, 0.12, 0.11, 0.11, 0.12, 0.11, 0.11, 0.11, 0.11, 0.11, 0.10, 0.13, 0.10, 0.13, 0.16, 0.11, 0.11, 0.11, 0.10]}

=====

[4]
{"formula": "C5H5NO2", "method": "ωB97M-V with the def2-TZVPD basis set", "e_homo_ev": -10.2, "e_above_lowest_kj_mol": 432.6, "multiplicity": 1, "energy_ha": -398.613690, "homo_lumo_gap_ev": 10.83, "species": ["C", "C", "C", "C", "C", "H", "H", "H", "H", "H", "N", "O", "O"], "positions_angstrom": [[-0.78, 0.97, 1.01], [-1.11, -0.38, 0.40], [0.66, 0.53, 0.69], [0.71, 0.33, -0.81], [-0.42, -0.44, -1.05], [-1.94, -1.15, 0.61], [1.48, 0.88, 1.32], [1.14, 1.17, -1.42], [1.28, -1.53, -0.38], [-0.87, -0.39, -2.07], [0.97, -1.02, -1.14], [-1.30, 1.85, 1.63], [0.17, -0.82, 1.20]], "lowdin_charge": [-0.29, -0.04, -0.12, -0.31, -0.15, 0.17, 0.16, 0.17, 0.07, 0.16, 0.12, 0.13, -0.07]}